Computed, not measured: a molecular structure, C33H32AsCrF6N7O5S3 at a distorted geometry, with ωB97M-V with the def2-TZVPD basis set.

Geometry as XYZ:
```
88
C33H32AsCrF6N7O5S3, DFT ωB97M-V with the def2-TZVPD basis set
Cr -0.828 0.485 -0.091
C -4.503 -0.773 1.668
C -3.131 -0.630 1.109
N -2.488 0.486 1.013
N -3.071 1.597 1.520
C -2.374 2.688 1.338
N -2.859 3.826 1.857
S -0.860 2.791 0.472
C -2.348 -1.779 0.661
C -2.770 -3.093 0.760
C -1.910 -4.107 0.375
C -0.654 -3.788 -0.122
C -0.301 -2.464 -0.220
N -1.123 -1.478 0.171
H -4.877 0.195 1.980
H -4.506 -1.454 2.522
H -5.169 -1.186 0.906
H -3.762 3.823 2.299
H -2.391 4.693 1.676
H -3.764 -3.313 1.125
H -2.217 -5.142 0.458
H 0.039 -4.556 -0.441
H 0.651 -2.160 -0.627
F -5.410 1.756 -3.089
C -4.484 1.538 -2.179
F -4.442 2.569 -1.336
F -4.787 0.425 -1.491
S -2.800 1.336 -2.900
O -2.002 1.146 -1.687
O -2.498 2.520 -3.631
N -2.994 0.068 -3.791
S -2.050 -1.198 -3.921
O -1.570 -1.383 -5.252
O -1.092 -1.368 -2.855
C -3.292 -2.515 -3.571
F -3.730 -2.335 -2.306
F -4.324 -2.484 -4.392
F -2.698 -3.702 -3.646
C -0.718 2.136 5.783
C 0.440 2.667 5.231
C 0.924 2.186 4.022
C 0.257 1.158 3.365
C -0.924 0.654 3.906
C -1.405 1.134 5.115
As 0.838 0.466 1.645
C 2.463 1.478 1.319
C 2.544 2.439 0.316
C 3.706 3.182 0.150
C 4.794 2.968 0.983
C 4.717 2.015 1.993
C 3.556 1.277 2.162
C 1.565 -1.287 2.078
C 2.727 -1.749 1.466
C 3.177 -3.041 1.706
C 2.456 -3.885 2.539
C 1.280 -3.438 3.129
C 0.836 -2.145 2.895
H -1.090 2.512 6.729
H 0.969 3.463 5.739
H 1.813 2.624 3.596
H -1.484 -0.106 3.376
H -2.321 0.731 5.532
H 1.700 2.626 -0.329
H 3.756 3.939 -0.624
H 5.698 3.550 0.854
H 5.559 1.857 2.655
H 3.490 0.549 2.958
H 3.287 -1.096 0.811
H 4.095 -3.386 1.246
H 2.811 -4.890 2.731
H 0.712 -4.097 3.774
H -0.076 -1.799 3.365
N 0.664 0.419 -1.351
C 1.306 0.512 -2.314
N 2.015 0.616 -3.390
C 1.413 0.629 -4.742
C 2.202 -0.327 -5.617
O 3.588 -0.023 -5.579
C 4.127 -0.161 -4.278
C 3.478 0.830 -3.329
H 1.478 1.641 -5.139
H 0.370 0.325 -4.678
H 1.884 -0.227 -6.651
H 2.027 -1.357 -5.289
H 5.194 0.033 -4.350
H 3.973 -1.182 -3.908
H 3.695 1.847 -3.657
H 3.821 0.698 -2.306
```

Properties
- relative energy (zero: lowest compared OMol25 entry of this formula, charge and spin) (kJ/mol) = 0.00
- F_max (hartree/bohr) = 0.0326
- LUMO energy (alpha / beta) (eV) = -4.142 / -3.710
- expectation value of S² = 0.7668
- spin multiplicity = 2
- charge = +1

Computed, not measured: a molecular structure, C33H32Br2N6O2SiSn, with ωB97M-V with the def2-TZVPD basis set.

Geometry as XYZ:
```
77
C33H32Br2N6O2SiSn, DFT ωB97M-V with the def2-TZVPD basis set
Sn -0.205 0.849 -0.277
O -5.950 -3.426 -3.910
C -6.199 -2.411 -4.415
O -6.410 -1.387 -4.920
C -3.538 -1.322 -3.394
C -3.384 0.028 -3.532
C -2.363 0.578 -2.765
N -1.617 -0.180 -1.948
C -1.788 -1.507 -1.890
C -2.776 -2.153 -2.618
C -0.786 -2.231 -1.057
C -0.856 -3.593 -0.823
C 0.165 -4.208 -0.118
C 1.232 -3.450 0.331
C 1.217 -2.091 0.089
N 0.228 -1.487 -0.584
C -1.965 2.011 -2.865
C -2.765 2.963 -3.470
C -2.273 4.251 -3.617
C -1.003 4.544 -3.155
C -0.286 3.540 -2.528
N -0.751 2.299 -2.378
H -3.982 0.617 -4.216
H -2.921 -3.224 -2.599
H -1.693 -4.174 -1.183
H 0.127 -5.273 0.070
H 2.061 -3.893 0.865
H 2.024 -1.462 0.440
H -3.756 2.715 -3.825
H -2.877 5.013 -4.094
H -0.574 5.530 -3.265
H 0.703 3.734 -2.131
Br -1.570 4.316 0.863
C -0.552 4.615 2.469
Br 0.542 3.095 2.906
H -1.246 4.783 3.280
H 0.096 5.462 2.303
C -2.098 -0.124 4.459
Si -1.742 -0.863 2.807
C -2.888 -0.167 1.524
C -1.916 -2.708 2.797
N -0.110 -0.348 2.292
C 1.016 -0.575 2.957
C 2.239 0.060 2.547
C 3.427 -0.187 3.187
C 3.468 -1.077 4.270
C 2.301 -1.706 4.712
C 1.102 -1.461 4.087
H -3.110 -0.396 4.774
H -2.031 0.967 4.428
H -1.405 -0.482 5.224
H -3.930 -0.373 1.789
H -2.725 -0.622 0.539
H -2.786 0.919 1.440
H -2.824 -2.976 3.345
H -1.079 -3.237 3.262
H -2.024 -3.086 1.775
H 2.205 0.761 1.721
H 4.334 0.308 2.864
H 4.407 -1.271 4.773
H 2.340 -2.382 5.557
H 0.204 -1.952 4.441
N 3.914 2.338 -0.527
C 2.577 2.386 -0.403
N 1.988 1.352 -0.967
C 3.022 0.571 -1.511
C 2.974 -0.599 -2.271
C 4.175 -1.134 -2.683
C 5.403 -0.519 -2.366
C 5.459 0.654 -1.646
C 4.239 1.181 -1.231
H 4.556 3.027 -0.172
H 2.070 3.171 0.140
H 2.032 -1.053 -2.546
H 4.180 -2.038 -3.278
H 6.322 -0.969 -2.716
H 6.402 1.140 -1.427
```

Properties
- relative energy (zero: lowest compared OMol25 entry of this formula, charge and spin) (kJ/mol) = 31.09
- F_max (hartree/bohr) = 0.0084
- LUMO energy (alpha / beta) (eV) = -6.506 / -6.023
- charge = +2

no.,calculated total energy (eV)
1,-193473.36947
2,-201558.44084